# 1
{
  "formula": "C4H12",
  "method": "ωB97M-V/def2-TZVPD",
  "symbols": ["C", "C", "H", "H", "H", "H", "H", "H", "C", "C", "H", "H", "H", "H", "H", "H"],
  "xyz": [[0.0712, 2.2203, 0.7233], [-1.3782, 1.8380, 0.3139], [0.0160, 2.6726, 1.7154], [0.6576, 1.3093, 0.6673], [0.5281, 3.0439, 0.1608], [-2.0735, 2.6743, 0.4008], [-1.5137, 1.0183, 1.0283], [-1.3685, 1.6464, -0.7638], [1.2755, -2.0798, -0.0917], [0.0451, -2.0584, -0.9922], [1.2522, -3.0057, 0.4884], [2.2475, -2.0120, -0.5727], [1.1297, -1.2799, 0.6381], [-0.1006, -1.0755, -1.4599], [-0.8866, -2.1511, -0.4273], [0.0983, -2.7607, -1.8286]],
  "atomic_forces_ev_per_a": [[-0.8, 1.2, -0.1], [1.6, 0.9, -0.1], [0.3, -0.6, 0.4], [0.4, 0.1, 0.2], [0.0, -0.4, -0.5], [-0.1, -0.1, 0.5], [-1.1, -0.2, -0.7], [-0.3, -0.9, 0.2], [-0.9, -0.4, 0.6], [0.0, 0.8, -0.8], [0.2, -0.1, 0.0], [-0.1, 0.2, -0.2], [0.4, 0.1, 0.0], [0.3, 0.0, 0.0], [0.2, -0.5, 0.1], [-0.1, -0.2, 0.2]],
  "largest_force_ev_per_a": 1.8,
  "homo_ev": [1.5, -7.8],
  "s_squared": 0.750,
  "lumo_energy_ev": [4.4, 4.5],
  "spin_multiplicity": 2,
  "orbital_gap_ev": [2.86, 12.37],
  "charge": -1
}

***

# 2
{
  "formula": "C31H29IrN7O6S2",
  "method": "ωB97M-V/def2-TZVPD",
  "symbols": ["Ir", "C", "O", "C", "N", "C", "C", "C", "C", "C", "C", "C", "C", "C", "C", "C", "C", "N", "C", "N", "C", "C", "O", "C", "C", "C", "C", "C", "C", "H", "H", "H", "H", "H", "H", "H", "H", "H", "H", "H", "H", "H", "H", "H", "H", "H", "H", "H", "C", "C", "N", "N", "C", "N", "S", "C", "C", "C", "C", "C", "N", "H", "H", "H", "H", "H", "H", "H", "H", "H", "H", "O", "S", "O", "O", "O"],
  "xyz": [[-0.2630, 0.4370, 0.4387], [-2.7484, 3.3047, -2.4640], [-2.8447, 3.7293, -1.0926], [-1.8519, 3.1059, -0.4146], [-1.6088, 1.8232, -1.0263], [-2.1947, 1.8641, -2.3400], [-1.2059, 1.4746, -3.4120], [-1.6115, 1.1219, -4.6568], [-0.6792, 0.9292, -5.6997], [0.7035, 1.1111, -5.4578], [1.1604, 1.4614, -4.2322], [0.2361, 1.6692, -3.0925], [-2.1370, 2.9896, 1.0630], [-2.9716, 3.8588, 1.7439], [-3.1400, 3.6595, 3.1047], [-2.4903, 2.6033, 3.7328], [-1.6814, 1.7882, 2.9659], [-1.4998, 1.9888, 1.6575], [-0.9157, 0.6364, 3.4801], [-0.1546, -0.0325, 2.7138], [0.5925, -0.9917, 3.5460], [-0.1593, -0.9000, 4.8954], [-0.9820, 0.3075, 4.7615], [0.6912, -2.3665, 2.9363], [1.8796, -3.0819, 3.0482], [1.9945, -4.3459, 2.4834], [0.9211, -4.8998, 1.7970], [-0.2688, -4.1898, 1.6878], [-0.3837, -2.9285, 2.2581], [-2.0593, 3.9454, -3.0127], [-3.7398, 3.3586, -2.9005], [-3.0235, 1.1420, -2.3299], [-2.6694, 0.9996, -4.8652], [-1.0257, 0.6721, -6.6907], [1.4053, 0.9678, -6.2690], [2.2161, 1.6131, -4.0422], [0.5380, 1.0526, -2.2428], [-3.4700, 4.6593, 1.2146], [-3.7786, 4.3197, 3.6758], [-2.6067, 2.4095, 4.7903], [1.6082, -0.6041, 3.6515], [0.4916, -0.7611, 5.7517], [-0.8250, -1.7435, 5.0639], [2.7228, -2.6476, 3.5757], [2.9183, -4.9013, 2.5873], [1.0063, -5.8913, 1.3693], [-1.1187, -4.6290, 1.1778], [-1.3147, -2.3819, 2.1778], [2.0301, -3.1762, -1.4397], [1.5533, -1.9042, -0.8106], [0.3558, -1.4603, -0.8427], [-0.6072, -2.1565, -1.5162], [-1.9137, -1.9973, -1.1974], [-2.7764, -2.6824, -1.9515], [-2.4423, -1.0355, 0.0765], [2.4980, -1.0586, -0.0432], [3.8693, -1.2035, -0.1537], [4.6930, -0.3654, 0.5843], [4.1182, 0.5771, 1.4174], [2.7365, 0.6516, 1.4764], [1.9437, -0.1473, 0.7653], [1.2235, -3.8916, -1.5850], [2.7654, -3.6543, -0.7947], [2.5067, -2.9818, -2.4042], [-0.3343, -2.8064, -2.2384], [-2.4879, -3.3137, -2.6816], [-3.7529, -2.6559, -1.7077], [4.2932, -1.9506, -0.8106], [5.7686, -0.4490, 0.5034], [4.7231, 1.2507, 2.0079], [2.2425, 1.3775, 2.1114], [1.5782, 4.6040, -1.1460], [0.7654, 3.4562, -1.1396], [0.3987, 3.0918, -2.6103], [1.2035, 2.2562, -0.4546], [-0.6137, 3.9179, -0.5233]],
  "atomic_forces_ev_per_a": [[0.0, -0.8, 0.4], [0.0, 0.0, 0.1], [-0.1, 0.0, -0.1], [0.2, 0.0, 0.0], [0.2, 0.1, -0.1], [-0.1, 0.1, 0.0], [0.0, 0.1, 0.1], [0.0, -0.1, -0.1], [0.0, 0.0, 0.0], [-0.1, 0.0, 0.0], [0.0, 0.1, 0.0], [0.0, -0.1, -0.1], [0.0, -0.1, 0.0], [0.0, 0.0, 0.0], [0.0, 0.0, 0.1], [0.0, 0.0, 0.1], [0.0, -0.1, 0.0], [0.1, 0.2, -0.2], [-0.1, 0.2, 0.1], [0.0, -0.2, -0.2], [-0.1, 0.0, 0.1], [0.0, 0.0, -0.1], [0.1, 0.0, 0.0], [0.1, 0.0, 0.0], [0.0, 0.0, -0.1], [0.0, 0.0, 0.0], [0.0, 0.0, 0.0], [0.0, 0.0, 0.0], [0.0, -0.1, 0.1], [0.0, 0.0, 0.0], [0.0, 0.0, 0.0], [0.0, 0.0, 0.0], [0.0, 0.0, 0.0], [0.0, 0.0, 0.0], [0.0, 0.0, 0.0], [0.0, 0.0, 0.0], [0.0, 0.0, 0.1], [0.0, 0.0, 0.0], [0.0, 0.0, 0.0], [0.0, 0.0, 0.0], [0.0, 0.0, 0.1], [0.0, 0.0, 0.0], [-0.1, 0.0, 0.0], [0.0, 0.0, 0.0], [0.0, 0.0, 0.0], [0.0, 0.0, 0.0], [0.0, 0.0, 0.0], [0.0, 0.0, 0.0], [0.0, 0.1, 0.0], [0.1, -0.2, 0.0], [0.0, 0.3, 0.0], [-0.1, 0.1, 0.1], [0.1, 0.0, 0.0], [-0.1, 0.0, 0.0], [0.1, 0.1, 0.1], [-0.1, -0.1, 0.0], [0.1, -0.1, 0.0], [0.0, 0.0, 0.0], [0.0, 0.0, 0.0], [0.0, 0.0, 0.1], [-0.1, 0.3, -0.2], [0.0, 0.0, 0.0], [0.0, 0.0, 0.0], [0.0, 0.0, 0.0], [0.1, 0.0, 0.0], [0.0, 0.0, 0.0], [0.0, 0.0, 0.0], [0.0, 0.0, 0.0], [0.0, 0.0, 0.0], [0.0, 0.0, 0.0], [0.0, 0.0, 0.0], [0.0, -0.1, 0.1], [0.1, -0.2, 0.0], [0.0, 0.0, 0.0], [-0.1, 0.4, -0.1], [-0.2, 0.0, 0.0]],
  "largest_force_ev_per_a": 0.9,
  "homo_ev": [-12.8, -13.8],
  "s_squared": 8.803,
  "lumo_energy_ev": [-5.7, -7.5],
  "spin_multiplicity": 6,
  "orbital_gap_ev": [7.18, 6.29],
  "charge": 2
}

***

# 3
{
  "formula": "C32H78AlNO14P",
  "method": "ωB97M-V/def2-TZVPD",
  "symbols": ["C", "C", "C", "C", "C", "Al", "C", "C", "C", "P", "N", "O", "O", "H", "H", "H", "H", "H", "H", "H", "H", "H", "H", "H", "H", "H", "H", "H", "H", "H", "H", "H", "H", "H", "H", "C", "O", "C", "C", "O", "C", "C", "O", "C", "H", "H", "H", "H", "H", "H", "H", "H", "H", "H", "H", "H", "H", "H", "C", "O", "C", "C", "O", "C", "C", "O", "C", "H", "H", "H", "H", "H", "H", "H", "H", "H", "H", "H", "H", "H", "H", "C", "O", "C", "C", "O", "C", "C", "O", "C", "H", "H", "H", "H", "H", "H", "H", "H", "H", "H", "H", "H", "H", "H", "C", "O", "C", "C", "O", "C", "C", "O", "C", "H", "H", "H", "H", "H", "H", "H", "H", "H", "H", "H", "H", "H", "H"],
  "xyz": [[-1.7737, 3.9668, 4.5657], [-1.5308, 4.2612, 3.0750], [-0.7205, 3.2031, 2.3199], [-1.4008, 1.8196, 2.2197], [-0.9543, 1.1468, 0.9141], [-1.1039, 0.6117, 3.8203], [-2.7673, 0.1710, 4.8418], [-3.7077, -0.8719, 4.2118], [-4.1944, -0.4549, 2.8192], [0.0137, -1.4374, 3.1942], [-0.8466, -2.7513, 3.2135], [0.8603, -1.3270, 1.7708], [1.2661, -1.5843, 4.2612], [-0.9965, 3.3034, 4.9650], [-2.7401, 3.4761, 4.7350], [-1.7687, 4.8879, 5.1627], [-2.4975, 4.3763, 2.5596], [-1.0197, 5.2311, 2.9796], [0.2788, 3.1125, 2.7772], [-0.5632, 3.5966, 1.2973], [-2.4872, 2.0169, 2.1477], [-1.2987, 0.1103, 0.7945], [0.1448, 1.1423, 0.8713], [-1.2728, 1.7345, 0.0359], [0.0206, 1.2775, 4.8248], [-3.3039, 1.1327, 4.9475], [-2.4997, -0.1448, 5.8621], [-3.1701, -1.8255, 4.1155], [-4.5863, -1.0672, 4.8512], [-4.9708, -1.1321, 2.4364], [-3.3605, -0.4672, 2.1015], [-4.6143, 0.5614, 2.8295], [-0.8075, -3.2951, 2.3576], [1.6948, -1.8101, 1.8671], [1.2977, -0.7698, 4.7897], [7.3503, 5.0108, 3.1931], [6.7391, 3.8071, 2.8027], [7.5556, 2.6604, 2.9384], [6.7617, 1.4502, 3.3795], [6.3374, 1.4866, 4.7283], [5.2166, 2.2967, 5.0591], [3.8831, 1.7382, 4.6164], [3.7302, 1.8354, 3.2153], [3.0463, 0.7421, 2.6360], [8.0820, 5.3590, 2.4533], [6.5647, 5.7596, 3.2851], [7.8558, 4.9084, 4.1602], [8.3605, 2.8457, 3.6607], [8.0181, 2.4224, 1.9694], [7.4462, 0.5985, 3.3270], [5.9315, 1.2662, 2.6945], [5.3391, 3.3193, 4.6947], [5.2095, 2.3185, 6.1518], [3.0901, 2.3103, 5.1165], [3.7996, 0.6949, 4.9440], [3.4489, -0.2146, 2.9881], [3.1835, 0.8160, 1.5563], [1.9748, 0.7708, 2.8466], [-3.9330, -0.4650, -1.3038], [-4.7096, 0.6291, -1.7404], [-4.0606, 1.8675, -1.5134], [-4.1660, 2.8161, -2.6851], [-3.4149, 2.4558, -3.8388], [-3.8753, 1.3750, -4.6239], [-5.0873, 1.6905, -5.4706], [-6.2628, 1.8034, -4.6913], [-7.1415, 2.8173, -5.1093], [-3.9419, -0.5619, -0.2125], [-4.3492, -1.3692, -1.7473], [-2.8932, -0.3630, -1.6332], [-3.0018, 1.6998, -1.3026], [-4.4985, 2.3567, -0.6349], [-3.7170, 3.7562, -2.3552], [-5.2098, 3.0025, -2.9464], [-4.0435, 0.4769, -4.0229], [-3.0585, 1.1658, -5.3213], [-5.2088, 0.8779, -6.2011], [-4.9050, 2.6193, -6.0243], [-6.6133, 3.7644, -5.2689], [-7.8783, 2.9557, -4.3192], [-7.6659, 2.5507, -6.0357], [-0.6380, -4.6067, -5.5527], [-1.4663, -4.8150, -4.4360], [-1.8882, -6.1526, -4.2549], [-1.9559, -6.5258, -2.7900], [-0.6954, -6.6843, -2.1655], [0.0364, -5.5144, -1.8284], [-0.4869, -4.7618, -0.6259], [-1.7020, -4.1051, -0.9195], [-2.6218, -4.0683, 0.1509], [-1.2036, -4.6264, -6.4923], [-0.1819, -3.6240, -5.4404], [0.1563, -5.3600, -5.6083], [-1.2108, -6.8435, -4.7722], [-2.8936, -6.2812, -4.6804], [-2.4146, -7.5174, -2.7433], [-2.5954, -5.8260, -2.2484], [0.1302, -4.8407, -2.6825], [1.0333, -5.8784, -1.5673], [0.2769, -4.0224, -0.3437], [-0.6147, -5.4520, 0.2163], [-2.7293, -5.0491, 0.6271], [-3.5822, -3.7716, -0.2689], [-2.3299, -3.3380, 0.9109], [-0.1951, 0.4173, -3.2280], [0.9525, 0.4769, -2.4141], [1.0545, -0.6116, -1.5008], [2.4756, -1.0999, -1.3637], [2.9956, -1.7807, -2.4998], [3.4007, -0.9940, -3.6029], [4.7258, -0.2860, -3.4101], [4.6161, 0.7987, -2.5100], [5.7083, 0.9520, -1.6359], [-1.1096, 0.6624, -2.6772], [-0.0705, 1.1504, -4.0249], [-0.3061, -0.5790, -3.6749], [0.4099, -1.4392, -1.8214], [0.7325, -0.2833, -0.5092], [2.4673, -1.8492, -0.5683], [3.1317, -0.2831, -1.0557], [2.6288, -0.2811, -3.9027], [3.5465, -1.7100, -4.4174], [5.0582, 0.0847, -4.3907], [5.4681, -1.0102, -3.0533], [5.9781, 0.0000, -1.1640], [5.4091, 1.6546, -0.8593], [6.5919, 1.3492, -2.1508]],
  "atomic_forces_ev_per_a": [[0.0, -0.1, 0.0], [0.0, 0.1, 0.0], [-0.1, 0.0, -0.1], [-0.1, 0.1, 0.0], [0.2, 0.3, -0.1], [-0.2, 0.6, 0.2], [-0.1, -0.1, 0.0], [0.0, -0.1, 0.0], [0.0, -0.1, 0.0], [-0.5, -0.6, 0.0], [-0.1, 0.1, -0.3], [0.4, 0.0, 0.0], [0.1, 0.2, 0.2], [-0.1, 0.2, 0.0], [0.2, 0.0, 0.0], [0.0, -0.1, -0.1], [0.2, 0.0, 0.1], [0.0, -0.2, 0.0], [-0.1, 0.0, -0.1], [0.1, -0.1, 0.2], [0.1, -0.1, 0.0], [0.0, 0.2, 0.0], [-0.2, -0.2, 0.0], [0.0, -0.2, 0.0], [0.1, -0.2, 0.0], [0.1, -0.2, 0.0], [0.0, 0.1, -0.1], [-0.1, 0.2, 0.0], [0.1, 0.1, -0.1], [0.1, 0.1, 0.1], [-0.1, 0.1, 0.1], [0.1, -0.2, 0.0], [0.1, -0.1, 0.2], [-0.2, 0.0, 0.0], [0.0, -0.1, -0.1], [0.0, 0.0, -0.1], [-0.1, 0.0, 0.2], [0.1, 0.0, -0.1], [0.0, -0.1, -0.1], [0.1, 0.0, 0.1], [-0.1, 0.0, 0.0], [-0.1, 0.1, 0.0], [0.3, -0.1, 0.0], [-0.1, 0.2, -0.1], [0.0, 0.0, 0.0], [0.0, 0.0, 0.0], [0.0, 0.0, 0.0], [0.0, 0.0, 0.0], [0.1, 0.0, 0.0], [-0.1, 0.0, 0.0], [0.0, 0.1, 0.0], [0.0, -0.1, -0.1], [0.0, 0.1, 0.0], [0.0, -0.1, 0.0], [0.0, 0.0, 0.0], [0.0, 0.0, 0.0], [0.0, 0.0, 0.0], [0.0, 0.0, 0.1], [0.0, -0.2, 0.1], [0.1, 0.1, -0.2], [0.1, 0.0, 0.0], [-0.1, 0.1, 0.0], [0.1, 0.0, 0.1], [0.0, -0.1, 0.0], [-0.1, -0.1, -0.1], [0.1, 0.1, 0.1], [0.0, -0.1, -0.1], [0.0, 0.0, 0.0], [-0.1, 0.0, 0.0], [0.0, -0.1, 0.0], [0.1, 0.0, 0.0], [0.0, 0.0, 0.0], [-0.1, 0.0, 0.0], [0.0, -0.1, 0.0], [-0.1, 0.1, 0.0], [0.0, 0.0, 0.0], [0.0, 0.1, 0.0], [0.0, 0.0, 0.0], [0.0, 0.0, 0.0], [0.0, 0.0, 0.0], [0.0, 0.0, 0.0], [-0.1, 0.0, 0.0], [0.1, 0.0, 0.1], [-0.1, 0.0, -0.1], [0.0, 0.0, 0.0], [0.0, -0.1, 0.0], [0.1, 0.1, 0.0], [0.1, 0.1, 0.1], [-0.1, -0.2, -0.2], [0.0, 0.2, 0.1], [0.0, 0.0, 0.0], [0.0, 0.0, 0.0], [0.0, 0.0, 0.0], [0.0, 0.0, 0.0], [0.0, 0.0, -0.1], [0.0, 0.0, 0.0], [0.1, 0.1, 0.0], [-0.1, 0.0, 0.0], [0.0, 0.0, -0.1], [0.0, 0.0, 0.1], [0.0, 0.0, 0.0], [0.0, 0.0, 0.0], [0.0, 0.0, 0.0], [0.0, 0.0, 0.1], [0.0, 0.1, 0.0], [0.1, -0.2, -0.2], [-0.1, 0.1, 0.1], [0.0, 0.0, 0.1], [0.0, 0.0, 0.0], [0.0, 0.0, -0.1], [0.1, 0.0, -0.1], [-0.1, -0.1, 0.1], [0.0, 0.0, 0.0], [0.0, 0.0, 0.0], [0.0, 0.0, 0.0], [-0.1, 0.0, 0.0], [0.0, 0.0, 0.0], [-0.1, -0.1, 0.0], [0.0, 0.0, 0.0], [0.0, 0.0, -0.1], [0.0, 0.0, 0.1], [0.0, 0.0, 0.0], [0.1, 0.0, 0.0], [0.0, 0.0, 0.0], [0.0, 0.0, 0.0], [0.0, 0.0, 0.0], [0.0, 0.0, 0.0]],
  "largest_force_ev_per_a": 0.8,
  "homo_ev": -4.9,
  "lumo_energy_ev": 2.3,
  "orbital_gap_ev": 7.16,
  "charge": -1
}

***

# 4
{
  "formula": "C2H2ClN3O",
  "method": "ωB97M-V/def2-TZVPD",
  "symbols": ["N", "C", "N", "C", "N", "O", "Cl", "H", "H"],
  "xyz": [[0.2500, 3.5544, 0.6279], [0.4188, 2.7276, -0.1533], [0.6861, 1.9340, -1.1427], [0.6852, 0.6719, -1.2642], [0.2852, -0.2209, -0.3261], [1.1103, 0.0465, -2.3826], [2.0172, 0.9103, -3.5756], [-0.2003, 0.1336, 0.4825], [0.1473, -1.1869, -0.5784]],
  "atomic_forces_ev_per_a": [[-0.3, 0.4, 0.7], [-0.1, -0.1, 0.3], [0.8, -0.5, -1.9], [-0.2, 0.7, 0.9], [0.0, -0.2, -0.4], [0.4, -0.2, -0.8], [-0.9, -0.3, 1.2], [0.0, 0.0, -0.1], [0.1, 0.1, 0.0]],
  "largest_force_ev_per_a": 2.1,
  "homo_ev": -10.0,
  "lumo_energy_ev": -1.2,
  "orbital_gap_ev": 8.80,
  "charge": 0
}

***

Repeat the first record exactly.
{
  "formula": "C4H12",
  "method": "ωB97M-V/def2-TZVPD",
  "symbols": ["C", "C", "H", "H", "H", "H", "H", "H", "C", "C", "H", "H", "H", "H", "H", "H"],
  "xyz": [[0.0712, 2.2203, 0.7233], [-1.3782, 1.8380, 0.3139], [0.0160, 2.6726, 1.7154], [0.6576, 1.3093, 0.6673], [0.5281, 3.0439, 0.1608], [-2.0735, 2.6743, 0.4008], [-1.5137, 1.0183, 1.0283], [-1.3685, 1.6464, -0.7638], [1.2755, -2.0798, -0.0917], [0.0451, -2.0584, -0.9922], [1.2522, -3.0057, 0.4884], [2.2475, -2.0120, -0.5727], [1.1297, -1.2799, 0.6381], [-0.1006, -1.0755, -1.4599], [-0.8866, -2.1511, -0.4273], [0.0983, -2.7607, -1.8286]],
  "atomic_forces_ev_per_a": [[-0.8, 1.2, -0.1], [1.6, 0.9, -0.1], [0.3, -0.6, 0.4], [0.4, 0.1, 0.2], [0.0, -0.4, -0.5], [-0.1, -0.1, 0.5], [-1.1, -0.2, -0.7], [-0.3, -0.9, 0.2], [-0.9, -0.4, 0.6], [0.0, 0.8, -0.8], [0.2, -0.1, 0.0], [-0.1, 0.2, -0.2], [0.4, 0.1, 0.0], [0.3, 0.0, 0.0], [0.2, -0.5, 0.1], [-0.1, -0.2, 0.2]],
  "largest_force_ev_per_a": 1.8,
  "homo_ev": [1.5, -7.8],
  "s_squared": 0.750,
  "lumo_energy_ev": [4.4, 4.5],
  "spin_multiplicity": 2,
  "orbital_gap_ev": [2.86, 12.37],
  "charge": -1
}

***

Question: What is the formula in the fourth record?
Answer: C2H2ClN3O